Version w
ORCA calculation (the ωB97M-V functional and the def2-TZVPD basis) on a cluster of 2 separate species, C2H8 in total.

Geometry as XYZ:
```
10
Properties=species:S:1:pos:R:3:nbo_charge:R:1
C -0.2723 0.3850 1.6584 -0.854
H 0.4232 -0.1660 1.0083 0.214
H 0.2757 1.1691 2.2014 0.213
H -0.7290 -0.3093 2.3791 0.213
H -1.0601 0.8465 1.0449 0.213
C 0.2723 -0.3851 -1.6585 -0.854
H -0.4253 -0.2178 -2.4924 0.214
H -0.1583 -1.1187 -0.9610 0.212
H 0.4473 0.5639 -1.1305 0.214
H 1.2265 -0.7678 -2.0497 0.214
```

**Molar mass**: 32.09 g/mol
**Gap between HOMO and LUMO**: 13.9 eV
**Highest occupied orbital energy**: -12.79 eV
**SMILES**: C.C
**2S+1**: 1
**Net charge**: 0

=====

Version x
ORCA calculation (the ωB97M-V functional and the def2-TZVPD basis) on a cluster of 2 separate species, C2H8 in total.

Geometry as XYZ:
```
10
Properties=species:S:1:pos:R:3:nbo_charge:R:1
C 0.0907 -0.8676 4.0615 -0.859
H -0.0878 -0.3061 3.1302 0.215
H -0.7005 -1.5674 4.2407 0.215
H 0.3953 -0.2576 4.9184 0.218
H 0.8886 -1.6237 3.8380 0.211
C -0.0730 0.8801 -4.0547 -0.856
H -0.4141 1.9129 -4.1172 0.211
H -1.0024 0.3266 -3.9780 0.213
H 0.4995 0.7096 -3.1529 0.215
H 0.4559 0.7792 -5.0015 0.217
```

**Molar mass**: 32.09 g/mol
**Gap between HOMO and LUMO**: 13.9 eV
**Highest occupied orbital energy**: -12.70 eV
**SMILES**: C.C
**2S+1**: 1
**Net charge**: 0

=====

Quick one: most stable of them? version w

=====

Version w
ORCA calculation (the ωB97M-V functional and the def2-TZVPD basis) on the molecule C8H13N3O.

Geometry as XYZ:
```
25
Properties=species:S:1:pos:R:3:nbo_charge:R:1
C 3.5784 1.3586 -0.0337 -0.663
C 2.6790 0.1833 0.0168 0.467
N 3.0198 -1.0431 -0.0875 -0.308
N 1.8247 -1.7883 -0.0596 -0.298
C 0.8598 -0.9436 0.0350 0.465
C -0.5563 -1.3676 0.1492 -0.278
C -1.3247 -0.9883 -1.1273 -0.410
C -1.7267 0.4698 -1.2809 -0.232
N -2.5816 0.8040 -0.1413 -0.619
C -1.7588 0.6279 1.0848 -0.227
C -1.2831 -0.7998 1.3300 -0.409
O 1.3571 0.3331 0.0318 -0.435
H 4.0736 1.4099 -1.0371 0.246
H 2.9719 2.1864 0.1327 0.227
H 4.2745 1.3156 0.8142 0.244
H -0.4993 -2.4569 0.1791 0.257
H -2.2752 -1.5123 -1.1569 0.218
H -0.8381 -1.4128 -2.0446 0.223
H -0.7795 1.1023 -1.3259 0.162
H -2.2086 0.6500 -2.2820 0.210
H -2.8018 1.7856 -0.0904 0.359
H -0.8524 1.2412 1.0564 0.165
H -2.2958 0.9812 1.9752 0.203
H -0.7245 -0.7272 2.2703 0.217
H -2.1324 -1.4092 1.5918 0.217
```

**Molar mass**: 167.21 g/mol
**Gap between HOMO and LUMO**: 10.1 eV
**Highest occupied orbital energy**: -9.32 eV
**SMILES**: Cc1nnc(C2CCNCC2)o1
**2S+1**: 1
**Net charge**: 0

=====

Version x
ORCA calculation (the ωB97M-V functional and the def2-TZVPD basis) on a structure of composition C8H13N3O.

Geometry as XYZ:
```
25
Properties=species:S:1:pos:R:3:nbo_charge:R:1
C 5.0503 0.0839 0.4496 0.132
C 3.2562 1.0554 0.0001 0.157
C 0.8355 -0.6387 0.8104 -0.450
C 1.9397 -1.0353 -0.4034 -0.053
C -3.0788 0.7742 0.0649 -0.608
C 0.8054 -0.3196 -1.4259 -0.062
C -1.8915 -0.2205 0.1849 -0.460
C -0.5986 0.5458 0.3770 0.159
N 4.5191 1.3278 0.3623 -0.477
N 4.2801 -0.9052 0.1561 -0.280
N 3.0934 -0.2618 -0.0634 -0.196
O 0.0085 0.8218 -0.9551 -0.563
H 6.0176 -0.2266 0.6831 0.193
H 2.6880 1.9111 -0.1554 0.230
H 1.1835 0.1409 1.5109 0.220
H 0.3595 -1.5549 1.2864 0.210
H -3.5934 0.4022 -0.9174 0.209
H -2.8306 1.8186 -0.0723 0.211
H -3.7864 0.6983 0.8828 0.209
H 0.2510 -1.2958 -1.5904 0.166
H 2.0054 -2.0254 -0.5568 0.232
H 1.1032 0.1013 -2.3230 0.198
H -1.8930 -0.8324 -0.7037 0.216
H -2.1606 -0.8647 0.9191 0.211
H -0.6229 1.4763 0.9427 0.196
```

**Molar mass**: 167.21 g/mol
**Gap between HOMO and LUMO**: 10.2 eV
**Highest occupied orbital energy**: -9.34 eV
**2S+1**: 1
**Net charge**: 0

=====

Quick one: most stable of them? version w

=====

Version w
ORCA calculation (the ωB97M-V functional and the def2-TZVPD basis) on a cluster of 2 separate species, C3H5O3 in total.

Geometry as XYZ:
```
11
Properties=species:S:1:pos:R:3:nbo_charge:R:1
C -0.5818 -1.9880 -1.4713 -0.627
C -0.4027 -1.2913 -0.3335 0.200
O 0.7635 -0.7543 0.0001 -0.734
H -1.4852 -2.5631 -1.6210 0.183
H 0.1876 -1.9512 -2.2267 0.191
H -1.1810 -1.0185 0.3906 0.153
H 0.6636 0.0106 0.7071 0.518
O 0.6049 1.2094 1.5027 -0.826
C 0.4740 2.4193 1.1263 0.652
O -0.4103 2.9296 0.4430 -0.721
H 1.3675 2.9974 1.4827 0.010
```

**Molar mass**: 89.07 g/mol
**Gap between HOMO and LUMO**: 8.8 eV
**Highest occupied orbital energy**: -4.51 eV
**2S+1**: 1
**Net charge**: -1

=====

Version x
ORCA calculation (the ωB97M-V functional and the def2-TZVPD basis) on the ion C3H5O3 with charge -1.

Geometry as XYZ:
```
11
Properties=species:S:1:pos:R:3:nbo_charge:R:1
C 0.1985 0.0366 -0.6881 -0.356
C 0.4861 -0.0228 0.8078 -0.080
O 0.5453 -1.3681 1.2504 -0.722
H 0.2676 0.4601 -1.7045 0.303
H 1.2330 -0.2405 -0.9934 0.197
H -0.2170 0.5682 1.4145 0.177
H 1.4574 0.4698 0.9934 0.132
H 0.8402 -1.3878 2.1640 0.456
O -1.7235 1.5553 -1.4915 -0.749
O -1.3001 -0.6495 -1.0152 -0.615
C -1.7874 0.5786 -0.7376 0.256
```

**Molar mass**: 89.07 g/mol
**Gap between HOMO and LUMO (spin up / spin down)**: 4.7 / 4.7 eV
**Highest occupied orbital energy (spin up / spin down)**: -1.03 / -1.03 eV
**2S+1**: 1
**Net charge**: -1

=====

Quick one: most stable of them? version w

=====

Version w
ORCA calculation (the ωB97M-V functional and the def2-TZVPD basis) on a cluster of 2 separate species, C7H13N2S in total.

Geometry as XYZ:
```
23
Properties=species:S:1:pos:R:3:nbo_charge:R:1
C 1.8497 0.2504 0.3472 0.466
C 0.4417 -4.4116 -0.4327 0.260
C 0.7946 0.9272 -0.3969 -0.263
C 0.5529 -0.3738 0.5783 -0.282
C -0.2903 -0.4319 1.8920 -0.593
C -0.4569 0.2154 -2.4587 -0.607
C 0.9277 0.6335 -1.9078 -0.408
N -0.1873 -4.9737 0.3977 -0.615
N 3.0928 0.0669 0.3642 -0.615
S 1.2581 -3.2571 -1.0994 -0.068
H 0.3813 1.9076 -0.0747 0.279
H 0.4116 -1.2648 -0.1094 0.282
H -0.0682 0.4128 2.4744 0.223
H -0.0945 -1.3819 2.3773 0.243
H -1.3701 -0.3076 1.5546 0.243
H -0.9348 -0.3297 -1.6737 0.204
H -0.5291 -0.3559 -3.3827 0.244
H -0.9987 1.1926 -2.5518 0.221
H 1.0871 1.6426 -2.2789 0.235
H 1.7754 -0.0016 -2.1409 0.215
H -1.0899 -5.4770 0.4798 0.454
H 3.5264 0.8460 -0.1902 0.432
H 3.6551 -0.6438 0.7689 0.449
```

**Molar mass**: 157.26 g/mol
**Gap between HOMO and LUMO**: 8.4 eV
**Highest occupied orbital energy**: -12.60 eV
**2S+1**: 1
**Net charge**: +1

=====

Version x
ORCA calculation (the ωB97M-V functional and the def2-TZVPD basis) on the ion C7H13N2S with charge +1.

Geometry as XYZ:
```
23
Properties=species:S:1:pos:R:3:nbo_charge:R:1
C -1.0893 1.1479 2.8761 -0.307
C -1.6104 0.7378 1.7190 -0.262
C -0.8565 0.3406 0.5548 -0.061
C 0.4632 -0.0239 0.6349 -0.234
S 1.3869 -0.4281 2.0740 0.492
N 2.4893 -1.5128 1.3820 -1.016
C 1.2111 -0.3095 -0.6701 -0.274
N 0.5866 0.3763 -1.7810 -0.493
C -0.7641 -0.0561 -1.9859 -0.231
C -1.6805 0.2102 -0.7400 -0.441
H -1.7258 1.5410 3.6758 0.219
H -0.0822 1.0134 3.3055 0.204
H -2.6341 1.0227 1.5625 0.223
H 3.4379 -1.2810 1.7352 0.413
H 2.0841 -2.4644 1.5888 0.403
H 2.2622 -0.1488 -0.6642 0.257
H 1.1251 -1.5129 -0.7815 0.242
H 0.5903 1.3624 -1.3121 0.455
H 1.1388 0.3064 -2.5772 0.439
H -0.7336 -1.1766 -2.1998 0.231
H -1.0828 0.4342 -2.8765 0.234
H -2.0592 -0.7339 -0.4781 0.255
H -2.4194 1.0640 -0.9258 0.254
```

**Molar mass**: 157.26 g/mol
**Gap between HOMO and LUMO**: 8.4 eV
**Highest occupied orbital energy**: -11.60 eV
**SMILES**: C=CC1=C(SN)C[NH2+]CC1
**2S+1**: 1
**Net charge**: +1

=====

Quick one: most stable of them? version x